1.
5 unconnected molecules or ions with the total composition C34H68BF3N8O8S at a distorted geometry. Source: the OMol25 dataset; level of theory: ωB97M-V/def2-TZVPD.

CARTESIAN COORDINATES (ANGSTROEM)
H -2.7255 -3.8901 -1.8390
N -2.0625 -4.6608 -2.0705
C -0.7493 -4.1773 -2.1363
C 0.3885 -5.3364 -2.4685
C -0.4495 -2.5954 -1.8450
C 0.1222 -1.7303 -3.1101
O -0.1386 -0.2812 -3.0510
C 0.1256 0.3081 -1.7408
C 0.8780 1.7711 -2.0478
C 2.0895 2.1131 -0.9989
C 1.6315 2.9015 0.3642
C 2.8618 3.8425 0.9082
C 3.8439 3.1242 2.0098
C 3.3317 3.3333 3.5843
C 1.9078 2.5260 3.8936
S 1.3646 2.7756 5.6691
C -0.4362 2.3263 5.9321
N -1.0163 0.9285 6.2235
N -2.3929 1.0389 6.3922
C -2.8104 2.5102 6.2161
O -1.5670 3.2897 5.9256
C -1.2454 0.5616 -0.8261
F -1.3183 1.9097 -0.2219
F -1.2531 -0.4085 0.3324
F -2.4886 0.3904 -1.6557
B 1.7378 -1.9053 -3.4075
O 2.2236 -1.2850 -4.6913
C 2.8395 -2.6797 -2.4771
C 2.9675 -2.1382 -0.9314
C -0.6197 -2.2185 -4.5313
N 0.0604 -3.4067 -5.1786
O -2.0842 -2.3348 -4.4046
C -2.7562 -2.2491 -5.7153
C -4.0867 -3.2522 -5.8369
C -3.6916 -4.8057 -5.4585
C -4.9073 -5.8917 -5.6955
H -0.0824 -6.4142 -2.6197
H 1.1144 -5.3657 -1.5211
H 1.0837 -5.0485 -3.3828
H -1.5033 -2.1097 -1.5628
H 0.1948 -2.5311 -0.8660
H 0.8628 -0.2745 -1.0476
H 0.1057 2.6480 -2.2135
H 1.3979 1.6128 -3.1110
H 2.8304 2.8511 -1.5753
H 2.7393 1.1984 -0.6675
H 0.6726 3.5605 0.1938
H 1.4369 2.0551 1.1832
H 2.4188 4.8092 1.4356
H 3.5199 4.2527 0.0081
H 4.9070 3.6617 1.9324
H 4.0726 1.9777 1.7679
H 4.1803 2.9962 4.3522
H 3.2062 4.5050 3.7483
H 2.1541 1.3826 3.6813
H 1.1185 2.9726 3.1342
H -3.8945 2.9693 6.3093
H 2.8510 -1.9662 -5.1219
H 3.9048 -2.4761 -2.9773
H 2.7366 -3.8438 -2.4248
H 4.0674 -2.4366 -0.5748
H 2.9166 -0.9673 -0.8264
H 2.2493 -2.7048 -0.1642
H -0.4363 -1.3007 -5.2735
H 0.6350 -3.0907 -6.0132
H -0.6621 -4.0915 -5.5479
H -3.0944 -1.1428 -5.9627
H -2.0192 -2.5540 -6.5988
H -5.0031 -2.8336 -5.1989
H -4.4707 -3.2782 -6.9660
H -2.6822 -5.0969 -6.0214
H -3.4441 -4.8215 -4.3137
H -4.4091 -6.8944 -6.0888
H -5.7519 -5.4809 -6.3936
H -5.3300 -6.1653 -4.6140
C 4.3105 2.4378 -8.4862
N 4.3024 1.6487 -7.2715
C 3.0636 1.5169 -6.5325
C 5.4334 1.0197 -6.7960
O 5.4954 0.3399 -5.7797
H 4.0104 3.4618 -8.2455
H 3.5989 2.0045 -9.1950
H 5.3051 2.4528 -8.9401
H 3.2095 1.9077 -5.5209
H 2.8000 0.4571 -6.4659
H 2.2583 2.0666 -7.0271
H 6.3183 1.1845 -7.4326
C -1.5620 4.9383 10.0008
N -0.2196 4.3982 9.9342
C 0.7916 4.9282 10.8256
C 0.1270 3.3974 9.0515
O 1.2394 2.8974 8.9439
H -1.5237 6.0101 9.7853
H -1.9576 4.7812 11.0084
H -2.2200 4.4501 9.2768
H 1.6119 5.3386 10.2290
H 1.1801 4.1153 11.4464
H 0.3725 5.7110 11.4634
H -0.7153 3.0675 8.4213
C -10.4055 -6.8695 -7.3747
N -8.9842 -6.6923 -7.1589
C -8.5434 -5.8380 -6.0754
C -8.0381 -7.3091 -7.9497
O -6.8251 -7.2025 -7.8222
H -10.8575 -5.8941 -7.5771
H -10.8501 -7.2991 -6.4723
H -10.5960 -7.5357 -8.2205
H -7.9353 -5.0267 -6.4869
H -7.9279 -6.4251 -5.3872
H -9.4000 -5.4208 -5.5393
H -8.4803 -7.9349 -8.7424
C 5.8605 5.1372 13.2750
N 4.7497 5.4689 12.4064
C 4.1155 4.4100 11.6484
C 4.2767 6.7575 12.2776
O 3.3448 7.1053 11.5636
H 6.6610 4.6965 12.6737
H 5.5223 4.4133 14.0220
H 6.2421 6.0264 13.7841
H 4.1912 4.6417 10.5817
H 3.0577 4.3598 11.9236
H 4.5951 3.4488 11.8515
H 4.8290 7.4835 12.8966

Properties
frontier orbital gap	8.80	eV
highest occupied orbital energy	-8.940	eV
2S+1	1

Mulliken population analysis, charges in e, atoms 1 to 6: H 0.284; N -0.842; C 0.382; C -0.854; C -0.294; C 1.243


2.
9 unconnected molecules or ions with the total composition C22H48Cl14O4 at a distorted geometry. Source: the OMol25 dataset; level of theory: ωB97M-V/def2-TZVPD.

CARTESIAN COORDINATES (ANGSTROEM)
C 1.9990 -2.7008 3.4361
O 2.7141 -1.6268 2.7763
C 4.1126 -1.5134 3.0077
C 4.5979 -0.0810 3.1141
O 4.0356 0.4610 4.3589
C 4.4934 1.8018 4.7266
H 2.5227 -3.6493 3.3165
H 0.9636 -2.6755 3.0966
H 1.8884 -2.3325 4.4560
H 4.6032 -1.8591 2.0978
H 4.4531 -2.1347 3.8360
H 4.4932 0.6609 2.3224
H 5.6689 -0.1993 3.2787
H 5.5826 1.8302 4.7585
H 4.1248 1.9218 5.7453
H 4.0684 2.5844 4.0981
C -1.0314 4.7143 -0.1089
O 0.3969 4.4770 0.1346
C 1.1997 3.8421 -0.8171
C 1.6526 4.8486 -1.8731
O 0.5868 5.4095 -2.5617
C 0.1931 4.7414 -3.7198
H -1.5144 3.7488 0.0416
H -1.3734 5.1245 -1.0590
H -1.2453 5.4279 0.6869
H 0.6398 2.9764 -1.1710
H 2.1661 3.4981 -0.4486
H 2.4376 4.3697 -2.4584
H 2.1452 5.6614 -1.3393
H 1.0921 4.5383 -4.3018
H -0.5224 5.3874 -4.2285
H -0.3130 3.8194 -3.4334
Cl 0.4313 -7.5776 0.5907
C 0.9339 -6.1334 -0.3510
C 1.5565 -5.0851 0.5159
Cl 2.4684 -3.8397 -0.4135
H 0.0059 -5.6768 -0.6952
H 1.4847 -6.4551 -1.2349
H 2.3401 -5.5323 1.1276
H 0.8586 -4.6203 1.2123
Cl -3.6104 2.7453 4.0595
C -2.9073 2.8136 2.4401
C -3.8049 1.9905 1.4236
Cl -5.3462 2.8437 1.1953
H -1.9174 2.3831 2.5914
H -2.9029 3.8909 2.2743
H -4.0457 1.0102 1.8348
H -3.3185 1.7799 0.4711
Cl -0.6669 0.0634 -3.3400
C 0.7047 -0.3260 -4.4962
C 1.3225 0.7713 -5.3950
Cl 2.4516 1.7864 -4.4138
H 0.1485 -1.0580 -5.0818
H 1.5329 -0.8366 -4.0048
H 0.4979 1.3317 -5.8355
H 1.8795 0.4035 -6.2568
Cl -3.2104 -1.5831 -4.9231
C -4.0503 -0.4976 -3.7474
C -4.7309 -1.2863 -2.5814
Cl -4.6365 -0.2712 -1.0636
H -4.8299 -0.0319 -4.3502
H -3.3466 0.2566 -3.3952
H -4.2782 -2.2687 -2.4471
H -5.7807 -1.5008 -2.7816
Cl -1.6824 -3.6019 0.3460
C -0.8281 -2.0595 -0.1189
C -1.2776 -0.9102 0.8135
Cl -0.7034 0.7123 0.2567
H -1.1538 -1.8523 -1.1383
H 0.2400 -2.1416 0.0822
H -1.0261 -1.0504 1.8648
H -2.3506 -0.7750 0.6770
Cl 5.6518 0.7396 -0.6486
C 3.9943 1.3265 -0.9658
C 3.0043 0.2096 -0.8590
Cl 3.3359 -1.0925 -2.0568
H 4.0356 1.8715 -1.9088
H 3.8100 2.0064 -0.1340
H 1.9759 0.5441 -0.9954
H 3.1394 -0.2628 0.1140
Cl -3.7060 -1.8082 2.8095
C -4.5489 -3.4201 2.6843
C -6.0504 -3.2992 2.5091
Cl -6.2883 -2.8450 0.6973
H -4.3100 -4.0473 3.5431
H -4.1769 -4.0845 1.9044
H -6.5595 -2.5100 3.0622
H -6.5896 -4.2113 2.7650

Properties
frontier orbital gap	9.56	eV
highest occupied orbital energy	-9.177	eV
2S+1	1
ΔE to the lowest compared entry with this formula, charge and spin	47.7	kcal per mole

Mulliken population analysis, charges in e, atoms 1 to 6: C -0.683; O -0.154; C -0.738; C -0.203; O -0.341; C -0.736


3.
A molecular structure, C28H76CrF12N8O19S4 at a distorted geometry. Source: the OMol25 dataset; level of theory: ωB97M-V/def2-TZVPD.

CARTESIAN COORDINATES (ANGSTROEM)
Cr 1.8461 -2.6164 2.6003
C -0.4295 -2.5195 -1.0372
F 0.4856 -3.4760 -1.2411
F -0.8467 -2.1374 -2.2156
F -1.3358 -3.0237 -0.2034
S 0.6071 -1.1222 -0.1630
O 2.0411 -1.3114 -0.6029
O 0.0267 0.1628 -0.5593
N 0.5910 -1.5863 1.5699
S -0.7841 -0.8587 1.9346
O -1.9238 -0.9074 0.9162
O -1.0758 -1.4415 3.2509
C -0.2077 1.0298 2.3106
F 1.0966 1.1822 2.3106
F -0.6712 1.8609 1.3899
F -0.7505 1.4192 3.5195
C 4.9862 -1.2987 4.9952
F 4.3767 -1.2588 6.1712
F 6.2341 -0.8584 5.0210
F 5.0031 -2.5656 4.5773
S 3.9503 -0.2743 3.7581
O 2.7237 0.1403 4.4511
O 4.7739 0.8349 3.2646
N 3.5301 -1.5498 2.5864
S 4.7834 -1.4408 1.6004
O 6.0853 -1.5009 2.3101
O 4.6221 -2.4783 0.5452
C 4.7137 0.1277 0.4442
F 5.8094 0.8851 0.6778
F 4.6950 -0.2391 -0.8499
F 3.5667 0.9112 0.8486
O 2.3232 -3.6726 0.8992
H 2.3408 -4.6246 0.8008
H 2.6597 -3.3392 0.0674
O 1.3623 -2.1972 4.5483
H 1.2820 -2.9188 5.1721
H 0.9964 -1.4412 5.0074
O 0.3506 -4.1211 2.8655
H 0.2228 -4.3807 3.7779
H -0.2470 -4.6816 2.3705
O -3.5902 1.0427 2.3073
H -3.9790 1.9032 2.1503
H -4.2293 0.4229 1.9557
O -0.9291 -5.9181 1.0832
H -1.4506 -6.7105 1.2110
H -1.0004 -5.7324 0.1469
C 4.1178 2.9643 -3.0760
C 2.6657 3.1218 -3.1974
C 1.9455 2.3233 -4.3525
O 2.1740 3.0419 -5.5477
C 1.8521 2.3401 -6.7410
N 2.2602 2.6178 -1.8977
H 4.5547 3.2991 -4.0168
H 4.5763 1.9858 -2.9333
H 4.5600 3.5929 -2.3030
H 2.3560 4.1611 -3.3067
H 0.8748 2.2935 -4.1505
H 2.2866 1.2977 -4.4938
H 0.9002 1.8182 -6.6434
H 2.5554 1.5075 -6.7279
H 1.9721 2.9097 -7.6625
H 1.2775 2.4535 -1.7319
H 2.7135 1.7374 -1.6990
C 0.6406 -7.5571 -2.1497
C -0.2304 -6.3960 -2.6383
C -0.6896 -6.5756 -4.1052
O -1.5349 -5.4636 -4.3744
C -2.1685 -5.5156 -5.6362
N -1.3615 -6.3502 -1.7553
H 1.3998 -7.8327 -2.8818
H 0.1309 -8.5174 -2.0708
H 1.2166 -7.5896 -1.2249
H 0.3335 -5.4632 -2.6382
H -1.2553 -7.4983 -4.2342
H 0.1307 -6.6678 -4.8170
H -1.5098 -4.9359 -6.2827
H -2.9959 -4.8067 -5.6686
H -2.3716 -6.5213 -6.0043
H -1.9931 -5.7660 -2.2842
H -1.8571 -7.2298 -1.7242
C -5.8929 -3.6318 -3.6046
C -4.6946 -3.0450 -2.7358
C -5.0016 -2.0217 -1.6760
O -5.4030 -0.8580 -2.2900
C -5.6828 0.2974 -1.4521
N -4.0002 -4.2473 -2.1590
H -5.5953 -4.2238 -4.4700
H -6.4833 -2.7633 -3.8965
H -6.5406 -4.3361 -3.0826
H -4.3120 -2.4776 -3.5842
H -4.0388 -1.8415 -1.1979
H -5.8031 -2.3774 -1.0286
H -6.2368 1.1004 -1.9383
H -4.7330 0.7826 -1.2271
H -6.2596 0.1035 -0.5477
H -3.3437 -4.5402 -2.8684
H -3.3743 -3.9523 -1.4232
C 1.2680 -1.4538 8.0016
C 0.1123 -0.4565 7.7825
C 0.6061 0.9985 7.7873
O -0.5757 1.7252 7.6201
C -0.2886 3.0777 7.8304
N -0.3745 -0.7617 6.4012
H 2.1922 -1.1681 7.4993
H 0.9515 -2.4483 7.6870
H 1.4804 -1.5213 9.0686
H -0.7150 -0.5942 8.4788
H 1.4689 1.2160 7.1577
H 1.1197 1.2903 8.7033
H -1.2355 3.5707 7.6103
H 0.4404 3.3377 7.0629
H 0.3065 3.4282 8.6736
H -0.9495 0.0365 6.1722
H -1.0168 -1.5412 6.3971
C -0.8091 5.8444 -4.6548
C -2.3098 5.5433 -4.4056
C -2.5244 4.6803 -3.1413
O -1.9114 3.4084 -3.5423
C -1.5953 2.6017 -2.4071
N -2.7987 6.9074 -4.2842
H -0.2537 4.9249 -4.8396
H -0.2666 6.2404 -3.7964
H -0.5674 6.4680 -5.5155
H -2.7202 5.0678 -5.2964
H -3.5644 4.6398 -2.8175
H -2.0999 5.1872 -2.2748
H -0.9925 1.7413 -2.6974
H -2.5504 2.2600 -2.0084
H -1.0353 3.1840 -1.6753
H -3.7881 6.8991 -4.0817
H -2.3335 7.3935 -3.5309
C 0.6181 5.6645 -1.3140
C 1.4717 5.7723 0.0010
C 1.0495 4.7601 1.0999
O 1.6300 5.0589 2.3203
C 0.7781 4.4405 3.3275
N 2.8764 5.4552 -0.3932
H 1.0790 6.3451 -2.0299
H -0.4650 5.7457 -1.2222
H 0.6854 4.6917 -1.8012
H 1.3179 6.7984 0.3349
H 1.2368 3.7406 0.7627
H -0.0107 4.5268 1.1980
H 1.1914 4.7322 4.2930
H 0.9511 3.3662 3.2652
H -0.2559 4.7845 3.3530
H 3.4395 5.2856 0.4279
H 2.9712 4.6382 -0.9793

Properties
frontier orbital gap (spin up / spin down)	7.47 / 7.40	eV
highest occupied orbital energy (spin up / spin down)	-8.099 / -8.099	eV
2S+1	5
ΔE to the lowest compared entry with this formula, charge and spin	0.0	kcal per mole

Mulliken population analysis, charges in e, atoms 1 to 6: Cr 0.501; C 0.593; F -0.384; F -0.185; F -0.234; S -0.616


> 2S+1 of number 2 (C22H48Cl14O4)?

1